[1]
17
Properties=species:S:1:pos:R:3:forces:R:3 method="wB97M-V/def2-TZVPD" e_above_lowest_kj_mol=9.4 homo_ha=-0.587 fmax_ev_per_a=1.28 lumo_ev=-3.0 charge=+1 homo_lumo_gap_ev=12.99
C 0.095 -0.581 2.232 1.25 0.12 0.27
C 0.341 0.385 1.100 -0.96 -0.33 -0.70
N 0.360 -0.386 -0.201 -0.15 -0.12 0.54
H -0.875 -1.036 2.210 -0.62 -0.17 -0.25
H 0.843 -1.384 2.243 -0.05 0.19 0.22
H 0.156 -0.009 3.153 0.10 -0.17 0.21
H -0.537 0.987 1.015 -0.50 0.76 -0.11
H 1.175 1.062 1.173 0.55 -0.22 0.05
H 1.079 -1.097 -0.152 0.06 -0.42 -0.03
H 0.544 0.146 -1.053 0.19 0.69 0.14
H -0.581 -0.814 -0.292 0.25 -0.27 -0.44
H -2.819 -1.400 -0.191 -0.23 -0.09 -0.17
H -2.513 -1.761 -1.668 -0.05 0.01 0.10
O -2.242 -1.196 -0.934 0.24 0.06 0.22
H 1.103 2.305 -2.364 0.02 -0.08 0.08
H 2.416 2.079 -1.620 -0.16 -0.14 0.01
O 1.508 1.749 -1.686 0.08 0.18 -0.14

=====

[2]
75
Properties=species:S:1:pos:R:3:forces:R:3 method="wB97M-V/def2-TZVPD" e_above_lowest_kj_mol=0.0 homo_ha="-0.422 / -0.427" fmax_ev_per_a=1.06 lumo_ev="-4.5 / -4.8" charge=+1 homo_lumo_gap_ev="7.02 / 6.86" spin_multiplicity=3
W 1.042 -0.119 -0.592 0.12 0.23 -1.03
F 0.534 -0.350 4.332 -0.01 -0.01 0.01
C 1.762 -0.668 3.950 0.05 0.01 0.01
F 1.824 -1.946 3.643 0.00 -0.01 0.00
F 2.627 -0.377 4.902 -0.01 0.00 0.00
S 2.141 0.377 2.473 0.22 0.06 -0.01
O 1.115 -0.085 1.498 0.01 0.05 0.17
O 2.009 1.742 2.869 -0.05 -0.09 -0.06
N 3.582 -0.089 2.087 -0.11 -0.05 0.01
S 4.218 0.017 0.662 -0.21 -0.02 0.00
O 3.175 0.226 -0.380 0.17 -0.05 0.16
O 5.209 -0.954 0.390 -0.05 0.00 0.08
C 5.083 1.646 0.653 -0.04 0.02 -0.03
F 6.041 1.635 1.555 0.02 0.01 0.01
F 4.212 2.616 0.933 -0.03 0.00 0.00
F 5.588 1.851 -0.554 0.01 0.01 -0.01
Br -0.336 -4.611 -6.458 0.00 -0.01 0.00
C 0.069 -3.168 -5.319 0.01 -0.01 0.00
C 1.314 -2.564 -5.398 -0.04 -0.03 0.00
C 1.609 -1.501 -4.559 0.07 0.07 0.01
C 0.657 -1.062 -3.653 0.10 -0.03 0.00
C -0.586 -1.670 -3.566 -0.08 0.03 0.09
C -0.884 -2.726 -4.410 0.03 0.00 -0.01
N 0.962 0.034 -2.764 -0.06 -0.14 0.03
C 1.106 1.191 -3.283 -0.04 0.23 0.10
C 1.299 2.329 -2.384 -0.07 -0.17 -0.11
C 1.338 3.633 -2.818 0.09 0.13 -0.09
C 1.410 4.651 -1.872 -0.01 -0.01 -0.04
C 1.425 4.319 -0.532 0.01 -0.06 0.03
C 1.382 2.980 -0.166 0.04 0.06 -0.01
N 1.332 2.007 -1.076 -0.12 0.00 0.23
H 2.049 -2.922 -6.105 0.00 0.00 0.00
H 2.585 -1.031 -4.597 -0.01 0.00 0.00
H -1.318 -1.311 -2.852 0.00 0.00 0.00
H -1.852 -3.204 -4.364 0.00 0.00 0.00
H 1.006 1.346 -4.353 0.07 0.00 0.00
H 1.302 3.847 -3.878 0.01 0.02 0.01
H 1.441 5.686 -2.184 0.00 0.00 -0.01
H 1.466 5.078 0.236 0.00 -0.01 0.01
H 1.385 2.684 0.875 0.00 0.01 0.02
I 2.474 -3.369 0.492 0.02 0.00 0.19
C 1.693 -2.096 -1.017 -0.22 -0.01 -0.11
H 0.825 -2.629 -1.419 0.01 0.02 -0.02
H 2.451 -2.090 -1.800 -0.02 0.01 -0.04
C -1.374 -3.343 2.253 0.02 0.01 0.05
C -2.271 -2.569 1.310 -0.06 -0.05 -0.22
C -2.368 -3.225 -0.060 0.01 0.09 -0.01
C -3.644 -2.345 1.917 -0.02 0.00 0.02
O -1.567 -1.282 1.134 0.00 0.06 0.35
P -2.029 -0.010 0.334 0.18 0.01 -0.10
O -3.372 -0.030 -0.238 0.02 -0.01 -0.06
O -0.850 0.101 -0.764 -0.06 -0.31 0.38
O -1.616 1.220 1.225 0.06 0.03 -0.05
C -2.502 2.010 2.099 -0.08 0.00 -0.02
C -1.548 2.910 2.862 -0.02 -0.02 0.00
C -3.450 2.810 1.221 0.00 0.00 -0.01
C -3.251 1.077 3.032 -0.01 -0.01 0.01
H -1.825 -4.309 2.479 0.01 -0.01 -0.02
H -1.252 -2.792 3.186 0.00 -0.02 0.00
H -0.391 -3.509 1.811 -0.01 0.00 0.00
H -2.804 -4.220 0.023 0.01 -0.01 0.03
H -1.373 -3.321 -0.501 0.01 -0.04 0.01
H -2.998 -2.625 -0.718 0.00 -0.03 0.00
H -4.114 -3.317 2.071 -0.02 0.01 0.01
H -4.278 -1.752 1.260 0.01 -0.01 -0.01
H -3.564 -1.850 2.885 0.02 -0.03 0.00
H -0.983 3.537 2.171 0.00 0.00 -0.01
H -0.849 2.320 3.454 0.01 0.00 0.01
H -2.112 3.562 3.529 0.01 -0.01 0.01
H -2.888 3.460 0.547 0.00 0.01 0.02
H -4.088 3.432 1.849 0.00 0.02 0.00
H -4.077 2.148 0.626 0.00 0.02 0.03
H -2.555 0.441 3.581 0.00 0.02 0.01
H -3.950 0.450 2.477 0.01 0.03 -0.01
H -3.824 1.666 3.748 0.00 -0.01 0.01

=====

[3]
88
Properties=species:S:1:pos:R:3:forces:R:3 method="wB97M-V/def2-TZVPD" homo_ha="-0.352 / -0.384" fmax_ev_per_a=2.43 lumo_ev="-3.6 / -3.6" charge=+1 homo_lumo_gap_ev="5.99 / 6.88" spin_multiplicity=3
C -0.160 -2.768 7.870 0.04 0.59 -0.21
C 0.387 -2.609 6.455 -1.13 -0.14 -0.35
Br -1.013 -1.695 5.392 0.22 0.00 0.01
C 0.642 -3.957 5.747 0.31 0.18 0.41
C 2.067 -4.370 5.624 -0.81 0.77 -0.16
N 3.146 -3.736 5.108 -0.66 0.52 0.00
C 3.137 -2.400 4.521 0.99 -0.08 -0.46
F 1.917 -2.077 4.153 -0.52 0.04 0.34
F 3.896 -2.471 3.425 0.17 0.00 -0.31
C 3.801 -1.352 5.458 0.08 0.49 -0.03
F 3.347 -1.503 6.708 -0.49 -0.11 0.34
F 5.098 -1.616 5.498 0.49 -0.17 -0.20
C 3.614 0.156 5.015 0.70 0.02 0.52
F 3.225 0.256 3.759 -0.35 -0.05 -0.21
F 4.784 0.772 5.137 0.06 -0.02 -0.01
F 2.762 0.744 5.837 -0.51 0.03 -0.21
C 4.245 -4.573 5.192 1.87 0.41 -1.02
N 5.527 -4.291 4.750 -0.34 0.52 -0.03
C 3.861 -5.703 5.753 -1.06 -0.47 0.53
N 2.503 -5.536 6.007 0.83 -2.10 0.89
Cl 1.637 -6.810 6.700 -0.21 0.32 -0.05
H -0.735 -3.678 7.986 0.06 -0.24 0.10
H 0.618 -2.659 8.618 0.23 -0.39 0.13
H -0.845 -1.951 8.043 -0.13 0.19 0.23
H 1.224 -1.936 6.428 0.11 0.08 0.03
H 0.152 -4.024 4.785 0.10 0.20 -0.36
H 0.172 -4.718 6.355 -0.10 -0.27 0.06
H 6.220 -4.822 5.250 0.14 -0.07 -0.02
H 5.642 -4.360 3.748 0.09 0.17 -0.04
H 4.443 -6.574 5.950 -0.16 -0.46 0.17
C 3.004 0.203 -2.741 0.07 0.18 0.21
C 1.795 -0.707 -2.448 1.12 0.69 -1.09
C 0.501 0.072 -2.688 -0.39 0.13 0.36
C 0.238 1.127 -1.617 0.07 -0.03 0.04
C 0.255 0.502 -0.224 -0.35 -0.04 -0.44
C 1.515 -0.319 0.064 0.95 1.00 1.01
N 1.851 -1.247 -1.055 -2.18 -0.27 -0.17
O 1.107 -2.304 -0.971 0.58 -0.38 0.10
C 2.699 0.625 0.350 0.12 0.10 -0.18
C 1.303 -1.107 1.356 -0.29 -0.43 -0.15
C 1.906 -1.843 -3.461 -0.21 -0.45 0.18
H 3.062 0.407 -3.809 -0.08 -0.12 -0.04
H 2.953 1.177 -2.260 0.00 -0.06 0.04
H 3.937 -0.279 -2.445 -0.02 -0.01 0.03
H -0.347 -0.621 -2.714 0.08 -0.10 0.05
H 0.538 0.550 -3.669 0.14 -0.09 -0.05
H 0.972 1.935 -1.682 0.02 -0.02 -0.01
H -0.734 1.587 -1.793 0.01 0.03 0.01
H 0.152 1.284 0.533 0.11 -0.06 0.09
H -0.626 -0.140 -0.124 0.08 -0.11 -0.01
H 3.640 0.072 0.376 -0.01 -0.02 -0.06
H 2.574 1.105 1.318 -0.13 -0.05 0.08
H 2.798 1.434 -0.369 0.01 -0.07 -0.03
H 0.414 -1.734 1.307 0.09 -0.06 -0.09
H 1.166 -0.424 2.193 0.05 0.20 -0.10
H 2.161 -1.742 1.572 0.07 -0.04 -0.09
H 2.808 -2.431 -3.289 -0.02 -0.01 0.03
H 1.962 -1.430 -4.468 0.03 0.15 0.04
H 1.048 -2.512 -3.433 0.04 0.00 0.13
C -2.537 1.997 -4.233 0.09 0.00 -0.28
C -3.713 2.742 -3.570 1.18 -1.25 0.01
C -5.014 1.990 -3.852 -0.42 0.15 -0.29
C -5.469 2.123 -5.305 0.05 0.07 0.02
C -5.577 3.595 -5.703 -0.26 -0.36 0.35
C -4.312 4.407 -5.415 0.76 0.20 -1.55
N -3.789 4.156 -4.038 -2.09 -0.04 0.59
O -4.470 4.850 -3.185 0.56 0.34 0.16
C -3.228 4.089 -6.466 0.11 -0.26 0.00
C -4.624 5.889 -5.607 -0.15 0.24 0.45
C -3.417 2.694 -2.074 -0.16 0.39 0.27
H -2.358 1.046 -3.729 -0.11 0.05 0.16
H -2.707 1.741 -5.275 0.00 0.10 0.00
H -1.616 2.580 -4.167 -0.04 0.06 -0.02
H -5.806 2.371 -3.199 0.08 0.12 0.02
H -4.886 0.935 -3.599 0.13 0.02 0.06
H -4.784 1.594 -5.974 0.03 0.01 0.02
H -6.441 1.642 -5.426 0.01 0.00 -0.02
H -5.817 3.670 -6.766 0.09 0.11 -0.02
H -6.420 4.037 -5.164 0.09 0.07 0.08
H -2.268 4.515 -6.173 0.00 -0.02 0.05
H -3.498 4.525 -7.428 -0.11 0.08 0.06
H -3.092 3.026 -6.651 0.01 0.02 0.06
H -5.459 6.219 -4.991 0.09 -0.04 0.10
H -4.898 6.072 -6.645 0.06 -0.14 -0.06
H -3.758 6.509 -5.371 0.00 -0.02 0.02
H -2.507 3.252 -1.840 -0.03 0.05 -0.01
H -3.268 1.660 -1.763 0.00 -0.07 -0.14
H -4.230 3.099 -1.475 0.03 0.11 -0.08

=====

[4]
93
Properties=species:S:1:pos:R:3:forces:R:3 method="wB97M-V/def2-TZVPD" homo_ha=-0.169 fmax_ev_per_a=4.38 lumo_ev=2.2 charge=-1 homo_lumo_gap_ev=6.83
C 4.021 -4.480 -3.957 -0.06 0.30 -0.39
C 3.290 -3.595 -5.004 0.53 -0.18 0.54
N 3.006 -2.219 -4.638 0.27 -1.04 0.40
C 2.293 -2.067 -3.356 -1.20 1.73 -0.74
C 0.902 -1.373 -3.472 0.10 -0.78 -0.47
B 0.022 -1.860 -4.760 0.88 -0.07 -0.42
N -0.113 -3.383 -4.896 0.16 -0.16 0.09
O 0.438 -1.230 -6.003 -0.03 -0.30 0.16
Br -1.937 -1.115 -4.418 -0.90 0.31 0.27
C 4.108 -1.340 -4.763 0.18 -2.86 1.41
C 5.482 -1.679 -4.218 0.28 -0.53 -0.33
O 3.977 -0.300 -5.265 -0.58 4.00 -1.69
H 3.364 -5.179 -3.467 -0.28 -0.33 0.10
H 4.816 -5.017 -4.455 0.19 -0.45 -0.09
H 4.498 -3.903 -3.185 0.09 0.36 0.37
H 3.887 -3.583 -5.907 0.15 0.11 -0.33
H 2.369 -4.085 -5.271 -0.51 0.01 -0.17
H 2.895 -1.402 -2.742 0.31 -0.30 0.65
H 2.108 -3.015 -2.871 0.49 -0.44 0.11
H 0.984 -0.292 -3.499 0.18 0.26 0.01
H 0.359 -1.659 -2.575 -0.18 0.14 0.37
H -1.065 -3.701 -4.785 -0.06 0.04 -0.13
H 0.424 -3.890 -4.202 -0.04 0.04 0.08
H 0.707 -1.954 -6.578 -0.11 0.14 0.03
H 5.562 -1.515 -3.153 -0.24 0.02 0.36
H 6.179 -1.029 -4.714 0.33 0.42 -0.13
H 5.794 -2.692 -4.422 -0.01 -0.40 0.01
C -4.156 -2.241 -1.456 0.05 -0.10 0.10
C -5.448 -1.979 -2.209 0.21 0.07 -0.08
N -6.546 -1.545 -1.356 -0.21 -0.12 0.09
C -7.830 -1.543 -2.030 -0.12 -0.10 -0.06
C -8.033 -0.573 -3.201 -0.15 0.02 -0.02
C -6.270 -0.393 -0.519 0.17 0.10 0.18
C -5.847 0.913 -1.206 -0.05 0.10 0.07
H -4.304 -2.977 -0.661 -0.08 0.06 0.03
H -3.408 -2.629 -2.147 0.02 0.10 -0.04
H -3.743 -1.332 -1.018 0.04 -0.01 -0.03
H -5.747 -2.911 -2.696 -0.15 0.05 -0.01
H -5.238 -1.262 -3.014 0.06 -0.05 -0.04
H -8.614 -1.370 -1.286 0.07 0.07 0.06
H -8.006 -2.559 -2.399 0.11 -0.01 -0.02
H -8.175 0.452 -2.860 0.08 0.03 -0.01
H -8.934 -0.851 -3.755 0.01 -0.02 0.01
H -7.200 -0.594 -3.903 0.03 0.00 0.03
H -5.485 -0.672 0.189 0.04 -0.06 -0.08
H -7.147 -0.203 0.108 -0.09 -0.06 -0.11
H -5.119 0.745 -1.999 0.01 -0.04 0.01
H -5.383 1.579 -0.474 0.01 -0.02 0.00
H -6.699 1.447 -1.626 0.02 -0.02 -0.09
C 0.616 -2.110 0.601 -0.08 0.02 0.01
C 1.428 -1.783 1.845 -0.18 -0.02 -0.09
N 2.700 -1.155 1.545 0.22 0.00 0.07
C 3.585 -1.069 2.690 0.09 -0.13 0.10
C 3.154 -0.185 3.866 0.14 0.06 0.10
C 2.634 0.031 0.705 -0.11 0.06 -0.29
C 1.795 1.218 1.200 0.09 0.12 -0.03
H 1.182 -2.740 -0.086 0.05 0.06 -0.02
H -0.290 -2.648 0.884 0.00 0.01 0.00
H 0.307 -1.211 0.068 -0.02 -0.05 -0.05
H 1.628 -2.719 2.376 0.13 0.07 0.07
H 0.805 -1.171 2.518 -0.02 -0.02 0.02
H 4.572 -0.744 2.346 -0.05 0.07 -0.09
H 3.737 -2.087 3.067 -0.11 -0.03 -0.04
H 3.279 0.874 3.641 -0.09 0.02 -0.01
H 3.777 -0.400 4.739 0.00 -0.02 -0.01
H 2.117 -0.359 4.157 -0.02 0.00 -0.04
H 2.252 -0.269 -0.273 -0.05 -0.05 0.05
H 3.654 0.371 0.507 0.05 -0.06 0.13
H 0.836 0.903 1.614 0.00 -0.03 -0.01
H 1.583 1.888 0.365 -0.01 -0.03 -0.01
H 2.320 1.805 1.955 -0.05 -0.04 0.07
C -0.319 6.690 5.766 0.02 0.04 0.02
C 0.001 5.227 6.034 0.07 0.16 0.07
N 0.299 4.472 4.834 -0.04 -0.16 -0.09
C 0.343 3.037 5.052 -0.15 -0.20 0.03
C 1.439 2.477 5.966 0.02 -0.11 -0.05
C 1.352 5.013 3.991 0.06 0.24 -0.14
C 2.745 5.198 4.607 0.08 -0.02 -0.10
H -1.143 6.787 5.058 0.04 -0.03 -0.04
H -0.612 7.178 6.697 0.00 -0.01 0.01
H 0.541 7.234 5.373 -0.01 0.00 -0.01
H -0.876 4.775 6.506 0.05 -0.14 -0.03
H 0.815 5.176 6.775 -0.02 0.02 0.05
H 0.405 2.539 4.080 0.07 0.09 -0.04
H -0.627 2.737 5.462 -0.01 0.11 0.04
H 2.411 2.466 5.474 0.03 0.05 0.05
H 1.204 1.442 6.225 -0.01 0.00 -0.02
H 1.527 3.032 6.901 -0.01 0.04 -0.02
H 1.017 5.981 3.611 -0.04 0.00 0.08
H 1.435 4.386 3.100 -0.05 -0.12 0.08
H 2.702 5.631 5.608 -0.03 0.00 0.01
H 3.334 5.876 3.985 -0.02 0.00 0.00
H 3.296 4.260 4.662 -0.01 -0.01 0.10